No. 1
Density functional theory data (ωB97M-V/def2-TZVPD) for a 10-piece molecular cluster, C40H82BF6O15P2S overall at a distorted geometry.

Output
Energy relative to the best compared isomer or geometry (same formula, charge and spin) in kcal/mol: 63.1
Charge: -1
HOMO level in eV: -3.94
E_LUMO in eV: 1.82
Electronic energy in a.u.: -4406.8666
Molar mass in g/mol: 1021.9

Cartesian coordinates (Å):
C 4.4333 2.2608 2.3986
C 3.6558 1.3688 2.1408
C 2.5970 0.4349 1.5868
C 1.2439 1.2036 1.1899
P 0.2743 1.1545 2.7791
O -0.1867 -0.4135 3.0495
O 1.2296 1.5284 4.0802
S -1.3076 2.2614 2.8718
O 1.5896 2.5785 1.1290
B 1.0030 3.3573 -0.0030
C -0.1907 4.4409 0.3224
C -0.6299 5.3173 -0.8805
O -1.7801 6.1656 -0.4042
C -1.2738 7.4339 -0.2191
C -1.7200 8.6000 -1.1598
O -0.4540 7.7022 0.6297
P 2.3694 4.3202 -1.0066
C 2.6109 5.9595 -0.0756
C 4.0612 3.5136 -0.9195
C 4.6613 3.1757 -2.3636
O 0.2547 2.2649 -0.6959
C 0.5887 0.9591 -0.2401
C 1.6853 0.5609 -1.3272
C 1.3009 0.9561 -2.7689
F 2.3516 0.4493 -3.6127
C -0.7328 0.1437 -0.4742
F -1.6008 0.0406 0.5915
F -1.4666 0.7631 -1.4829
C -0.5206 -1.3130 -0.9924
C -1.1306 -1.8008 -2.1867
C -0.9068 -3.1598 -2.5512
C -0.0814 -4.0613 -1.8196
C 0.5398 -3.5605 -0.6318
C 1.4735 -4.3846 0.2681
F 1.6850 -5.6473 -0.1769
F 2.7104 -3.7603 0.2270
F 1.0902 -4.3629 1.5717
C 0.2948 -2.2199 -0.2385
H 5.2348 3.0010 2.3811
H 2.3273 -0.2194 2.4591
H 2.9823 -0.2531 0.8100
H -1.1634 -0.3998 3.0233
H 1.3524 2.4994 4.0707
H 0.0088 5.0552 1.2366
H -1.0935 3.8344 0.5868
H -1.0691 4.7041 -1.6982
H 0.1355 6.0356 -1.2343
H -1.4201 9.5718 -0.7094
H -1.2550 8.5366 -2.1656
H -2.8345 8.5736 -1.1987
H 3.6870 6.1687 0.1264
H 2.2093 6.7926 -0.6906
H 2.1125 5.9368 0.9216
H 4.1059 2.5650 -0.3446
H 4.7949 4.2229 -0.4600
H 5.6989 3.5614 -2.4483
H 4.7332 2.0616 -2.4518
H 3.9819 3.5158 -3.1710
H 2.0322 -0.4954 -1.2218
H 2.5826 1.1760 -1.0586
H 1.2626 2.0439 -2.9556
H 0.3843 0.4297 -3.1238
H -1.7763 -1.1530 -2.8055
H -1.4024 -3.5512 -3.4571
H 0.0851 -5.1085 -2.1232
H 0.7635 -1.8080 0.6821
C 3.9519 -8.4476 -1.6498
C 2.4758 -8.2844 -1.9598
O 1.8401 -9.5602 -2.0210
H 4.4364 -9.0614 -2.4119
H 4.4525 -7.4781 -1.6072
H 4.0918 -8.9566 -0.6923
H 2.3395 -7.7968 -2.9245
H 1.9813 -7.6805 -1.1967
H 1.9544 -9.9832 -1.1634
C -4.7417 5.5634 2.4467
C -5.2618 4.6982 3.5804
O -4.9329 3.3329 3.3576
H -5.1647 5.2392 1.4942
H -4.9971 6.6137 2.6069
H -3.6559 5.4763 2.3599
H -6.3485 4.7706 3.6505
H -4.8323 5.0136 4.5380
H -3.9713 3.2748 3.3069
C -1.7327 -5.4556 2.1410
C -2.2301 -6.3158 3.2852
O -1.8941 -7.6857 3.0634
H -2.1663 -5.7882 1.1983
H -1.9925 -4.4071 2.2983
H -0.6528 -5.5359 2.0391
H -3.3156 -6.2505 3.3710
H -1.7893 -5.9936 4.2337
H -0.9346 -7.7421 2.9981
C 4.8588 3.0928 6.9055
C 3.4617 3.3651 6.3787
O 3.5053 3.7053 4.9989
H 5.4960 3.9689 6.7680
H 4.8344 2.8378 7.9676
H 5.3236 2.2691 6.3577
H 3.0085 4.2012 6.9128
H 2.8213 2.4855 6.5058
H 3.8986 2.9583 4.5254
C 3.7856 10.7426 -2.3878
C 3.2940 9.8605 -1.2540
O 3.6399 8.5020 -1.4897
H 3.3552 10.4186 -3.3372
H 3.5160 11.7874 -2.2167
H 4.8722 10.6731 -2.4883
H 2.2083 9.9155 -1.1703
H 3.7305 10.1760 -0.3002
H 4.5998 8.4509 -1.5531
C -5.2608 -1.4770 4.5003
C -4.2780 -0.5245 3.8457
O -3.1627 -1.2418 3.3201
H -4.7755 -2.0341 5.3046
H -6.1142 -0.9349 4.9121
H -5.6275 -2.2118 3.7777
H -3.8980 0.1927 4.5723
H -4.7560 0.0294 3.0329
H -3.4961 -1.8685 2.6686
C -5.7863 -7.3738 1.3412
C -5.2073 -7.5112 -0.0545
O -4.0363 -6.7152 -0.1904
H -6.0301 -6.3307 1.5522
H -6.6905 -7.9764 1.4515
H -5.0591 -7.6918 2.0932
H -5.9262 -7.1734 -0.8016
H -4.9521 -8.5548 -0.2672
H -3.3993 -7.0236 0.4647
C 3.0912 -4.6554 -5.7965
C 2.5257 -5.8515 -5.0549
O 1.1052 -5.8807 -5.1643
H 2.6773 -3.7281 -5.3968
H 4.1791 -4.6207 -5.7119
H 2.8230 -4.6958 -6.8559
H 2.7770 -5.7960 -3.9954
H 2.9286 -6.7878 -5.4569
H 0.8866 -5.9395 -6.1003
C -5.0211 -3.8050 -5.7737
C -4.3826 -2.4481 -5.5436
O -3.0183 -2.5947 -5.1632
H -4.9602 -4.4135 -4.8697
H -6.0701 -3.7007 -6.0583
H -4.4964 -4.3502 -6.5630
H -4.8945 -1.9163 -4.7418
H -4.4325 -1.8367 -6.4507
H -2.5641 -3.0560 -5.8768

***

No. 2
Density functional theory data (ωB97M-V/def2-TZVPD) for a 3-piece molecular cluster, C40H82F2N11O6P2Si overall at a distorted geometry.

Output
Charge: +1
HOMO level in eV: -9.16
E_LUMO in eV: -3.87
Electronic energy in a.u.: -3798.4461
Molar mass in g/mol: 941.2

Cartesian coordinates (Å):
C 2.9124 -6.7622 1.7300
C 2.3727 -5.3742 2.3131
C 3.4926 -4.5972 3.0994
C 1.6001 -4.5873 1.1696
N 1.9725 -3.1618 0.9751
C 3.1645 -2.9912 0.2680
C 4.0778 -4.1334 -0.2554
C 5.4553 -4.3133 0.5290
O 5.7478 -3.2852 1.4813
C 3.6921 -1.6476 -0.0532
C 4.9847 -1.4012 -0.8884
C 4.4821 -0.9674 -2.3691
O 3.0605 -1.2063 -2.5038
C 5.2369 -1.7299 -3.5277
N 4.8512 -1.1189 -4.8310
C 2.9388 -0.4705 0.4596
C 3.6065 0.8719 0.0515
O 3.2694 1.3625 -0.9958
O 4.6214 1.5011 0.7329
C 1.7112 -0.6844 1.2396
C 0.8825 0.4673 1.8548
C 1.2510 1.9575 1.8087
N 0.1808 2.6438 2.6417
N 2.4998 2.3429 2.5118
N 1.1194 2.6510 0.4862
C 1.2332 -2.0771 1.4489
C -0.0958 -2.4469 2.1701
F 0.0726 -3.3876 3.2084
F -0.7576 -1.4232 2.8311
C -1.1688 -2.9329 1.1021
C -1.7135 -1.7024 0.2251
Si -1.9104 -2.2867 -1.6061
C -0.1589 -2.8409 -2.2018
C -3.2354 -3.6255 -1.8389
C -2.2849 -0.7173 -2.6431
C -3.4859 -0.5814 -3.4801
C -3.7503 0.6035 -4.3026
C -2.7812 1.6932 -4.3003
C -1.5727 1.6328 -3.4802
C -1.3427 0.4316 -2.6691
H 3.8906 -6.6600 1.1988
H 2.1546 -7.2466 1.0476
H 3.0837 -7.4364 2.6178
H 1.6237 -5.7031 3.0913
H 3.3214 -4.7458 4.2062
H 3.5467 -3.4950 2.9444
H 4.4725 -5.1192 2.9038
H 0.5138 -4.7513 1.4103
H 1.6665 -5.0780 0.1548
H 3.6176 -5.1421 -0.3474
H 4.3618 -3.8442 -1.3094
H 6.2895 -4.2880 -0.2363
H 5.5600 -5.2941 1.0547
H 6.3385 -2.6237 1.0886
H 5.6270 -0.5728 -0.4938
H 5.6313 -2.2961 -1.0372
H 4.6441 0.1290 -2.5061
H 2.9102 -2.0167 -3.0209
H 6.3335 -1.5015 -3.4057
H 4.9985 -2.8237 -3.5355
H 4.8200 -0.1006 -4.7511
H 3.9245 -1.4333 -5.1206
H 4.9338 0.8462 1.3942
H 0.7860 0.2203 2.9563
H -0.1804 0.3672 1.4796
H -0.6625 2.6309 2.0560
H 0.4196 3.6304 2.7536
H 2.5311 3.3488 2.6652
H 2.5123 1.8304 3.4008
H 1.9979 3.1422 0.2898
H 0.9059 1.9876 -0.2594
H -0.7390 -3.6491 0.3572
H -2.0134 -3.4825 1.6087
H -2.6740 -1.2908 0.6195
H -0.8686 -0.9666 0.1863
H 0.5549 -2.0114 -1.8967
H -0.0939 -2.9078 -3.3166
H 0.1957 -3.7639 -1.6647
H -4.2133 -3.1270 -2.0939
H -2.9059 -4.2962 -2.6851
H -3.3690 -4.2067 -0.8815
H -4.1915 -1.4534 -3.4806
H -4.6768 0.5819 -4.9230
H -2.9831 2.5843 -4.9498
H -0.8438 2.4805 -3.5159
H -0.3831 0.4261 -2.0838
O 3.9214 2.6692 5.4737
P 4.8936 3.7872 5.8941
N 5.4808 2.9087 7.2398
C 5.6308 3.3204 8.6160
C 6.5149 1.9393 6.8973
N 3.5892 4.8765 6.2608
C 2.7696 4.6922 7.4535
C 2.6999 5.0930 5.1165
N 6.0315 5.1271 6.2613
C 5.7330 6.2615 7.1194
C 6.6363 5.6336 5.0167
H 6.5293 3.9323 8.7774
H 5.7139 2.4448 9.2668
H 4.7681 3.8598 8.9920
H 7.4977 2.4226 6.8041
H 6.2885 1.4483 5.9470
H 6.5835 1.1474 7.6474
H 2.4637 3.6512 7.5992
H 1.8691 5.3094 7.4127
H 3.2957 5.0422 8.3426
H 1.9842 4.2707 4.9897
H 3.2784 5.1824 4.1909
H 2.1432 6.0255 5.2368
H 5.0048 6.9504 6.6799
H 6.6528 6.8263 7.3034
H 5.3745 5.9598 8.1012
H 5.9095 6.2005 4.4212
H 6.9948 4.7987 4.4043
H 7.4980 6.2729 5.2219
O -7.9751 -0.9276 -4.7084
P -9.2125 -0.2684 -5.3269
N -8.7047 -0.5416 -6.9376
C -8.6539 0.3708 -8.0553
C -8.9750 -1.8937 -7.4128
N -8.8141 1.3011 -4.6967
C -7.7442 2.0931 -5.2859
C -8.6412 1.2945 -3.2405
N -10.7659 0.4059 -5.9149
C -11.0035 1.8074 -6.2129
C -11.8792 -0.0887 -5.0857
H -9.6383 0.5235 -8.5199
H -7.9860 -0.0163 -8.8309
H -8.2371 1.3378 -7.7929
H -10.0188 -1.9983 -7.7406
H -8.7940 -2.6272 -6.6229
H -8.3179 -2.1633 -8.2434
H -6.8424 1.5013 -5.4780
H -7.4694 2.9338 -4.6441
H -8.0738 2.5631 -6.2138
H -7.6543 0.9190 -2.9447
H -9.3969 0.6626 -2.7657
H -8.7673 2.3023 -2.8371
H -11.0250 2.4374 -5.3177
H -11.9720 1.9108 -6.7129
H -10.2718 2.2172 -6.9064
H -11.8715 0.3730 -4.0901
H -11.7991 -1.1732 -4.9542
H -12.8457 0.1058 -5.5564

***

No. 3
Density functional theory data (ωB97M-V/def2-TZVPD) for C40H82GaO18 as an isolated structure at a distorted geometry.

Output
Energy relative to the best compared isomer or geometry (same formula, charge and spin) in kcal/mol: 0.0
Charge: -1
HOMO level in eV: -4.09
E_LUMO in eV: 1.34
Electronic energy in a.u.: -4852.3940
Molar mass in g/mol: 920.8

Cartesian coordinates (Å):
C 0.8123 -1.4306 2.6466
C 0.5417 -0.9611 4.0539
O 1.3786 -1.1318 4.9201
O -0.6494 -0.4066 4.3295
C -0.9004 0.8342 3.6564
C -2.1480 0.8661 2.7954
C -3.4820 0.9440 3.5486
C -4.6777 0.6763 2.5958
C -5.7008 -0.3739 3.0308
C -5.3195 -1.8273 2.7357
Ga -3.7932 -2.5745 3.9150
H -0.0707 -1.4697 2.0152
H 1.5711 -0.7958 2.1934
H 1.2359 -2.4288 2.6927
H -0.0595 1.0337 2.9823
H -0.8985 1.6543 4.3734
H -2.0573 1.7887 2.2159
H -2.1634 0.0673 2.0593
H -3.5779 1.9856 3.8666
H -3.4937 0.3412 4.4521
H -5.1988 1.6254 2.4820
H -4.3161 0.4135 1.6060
H -6.6143 -0.1613 2.4559
H -5.9750 -0.2930 4.0845
H -6.1621 -2.4935 2.9396
H -5.0139 -1.9780 1.6967
H -3.8536 -4.1634 4.0350
H -3.9054 -1.7932 5.3251
H -2.3775 -2.1887 3.2201
O -3.9339 2.4490 0.1311
C -3.6083 1.8757 -0.8727
O -2.4662 1.1635 -0.8651
C -2.0580 0.3181 -1.9439
C -1.3115 1.0980 -3.0073
C -4.3963 2.0017 -2.1549
H -2.9088 -0.2349 -2.3456
H -1.3943 -0.4192 -1.4934
H -1.9364 1.8614 -3.4683
H -0.9497 0.4351 -3.7919
H -0.4579 1.6073 -2.5637
H -4.0989 2.9200 -2.6601
H -5.4518 2.0646 -1.9017
H -4.2810 1.1608 -2.8348
O -2.0459 -6.4595 4.6420
C -1.0474 -6.1351 4.0726
O -0.2465 -7.1132 3.5549
C 0.8579 -6.8091 2.7024
C 2.0939 -6.4280 3.4888
C -0.5540 -4.7074 3.9818
H 0.5849 -6.0364 1.9820
H 1.0434 -7.7177 2.1284
H 1.9256 -5.5281 4.0772
H 2.9285 -6.2555 2.8259
H 2.3561 -7.2288 4.1848
H -0.0218 -4.4767 4.9055
H -1.3568 -3.9710 3.8624
H 0.1112 -4.5455 3.1361
O -4.8389 5.0649 -4.3070
C -4.1604 5.8861 -3.7560
O -3.7476 5.6609 -2.4968
C -2.7933 6.4744 -1.8148
C -3.4435 7.6766 -1.1618
C -3.8286 7.2052 -4.4178
H -1.9762 6.7541 -2.4824
H -2.3652 5.8294 -1.0495
H -3.9006 8.3386 -1.8984
H -2.7066 8.2478 -0.5962
H -4.2316 7.3523 -0.4827
H -4.6640 7.8889 -4.2733
H -3.6982 7.0256 -5.4821
H -2.9159 7.6704 -4.0531
O 0.2628 2.6985 -4.8151
C 1.4563 2.6892 -4.9594
O 2.0902 1.5108 -5.0484
C 3.4862 1.3924 -5.3575
C 4.3348 1.5087 -4.1095
C 2.2604 3.9678 -4.9597
H 3.7760 2.1041 -6.1323
H 3.6066 0.4003 -5.7884
H 4.2324 2.4753 -3.6371
H 5.3847 1.3503 -4.3575
H 4.0271 0.7620 -3.3779
H 2.4492 4.2544 -3.9274
H 1.6667 4.7397 -5.4456
H 3.2059 3.8999 -5.4934
O 6.2317 0.5165 -6.7298
C 6.3862 1.0626 -7.7857
O 6.2310 2.4005 -7.8537
C 6.5530 3.1720 -9.0126
C 5.4101 3.2000 -10.0063
C 6.6638 0.2810 -9.0489
H 7.4847 2.8244 -9.4615
H 6.7422 4.1783 -8.6424
H 5.1818 2.2041 -10.3860
H 5.6559 3.8426 -10.8522
H 4.5066 3.5798 -9.5292
H 5.7189 -0.0862 -9.4472
H 7.2914 -0.5678 -8.7900
H 7.1835 0.8454 -9.8195
O -12.0195 -4.9727 4.1269
C -10.8390 -4.9845 3.8964
O -10.2264 -6.1659 3.7079
C -8.8704 -6.2784 3.2538
C -7.8784 -6.1755 4.3901
C -10.0187 -3.7148 3.8924
H -8.6686 -5.5519 2.4658
H -8.8043 -7.2632 2.7936
H -7.9289 -5.2041 4.8806
H -6.8625 -6.3172 4.0213
H -8.0876 -6.9320 5.1475
H -9.7486 -3.4689 4.9182
H -10.6342 -2.9149 3.4880
H -9.1157 -3.7638 3.2895
O 3.1898 3.2218 -1.8445
C 4.0014 3.4637 -0.9928
O 5.0634 2.6496 -0.8644
C 6.1711 2.9278 -0.0055
C 5.9119 2.4673 1.4139
C 3.8110 4.6014 -0.0173
H 6.4441 3.9833 -0.0565
H 7.0056 2.3695 -0.4267
H 5.0696 2.9945 1.8619
H 6.7921 2.6346 2.0354
H 5.6716 1.4045 1.4259
H 3.1576 4.2652 0.7867
H 3.3293 5.4220 -0.5433
H 4.7352 4.9864 0.4072
O 4.3042 -4.6354 2.8168
C 5.1290 -4.0967 3.4996
O 6.4230 -4.4672 3.3789
C 7.4940 -3.7747 4.0175
C 7.7056 -4.2503 5.4402
C 4.7365 -3.0796 4.5463
H 7.3450 -2.6952 3.9606
H 8.3768 -3.9997 3.4204
H 6.8330 -4.0550 6.0632
H 8.5660 -3.7499 5.8864
H 7.8801 -5.3262 5.4541
H 4.4220 -3.6074 5.4459
H 3.8944 -2.5044 4.1671
H 5.5228 -2.3726 4.8008